The following is a quantum chemistry calculation of a structure of composition C38H28BrCl5N11O2Zr, from the Open Molecules 2025 dataset.

```
86
C38H28BrCl5N11O2Zr | the Open Molecules 2025 dataset | wB97M-V/def2-TZVPD
Zr 0.68076 -0.29949 0.89962
Br 2.11027 -7.53755 -0.87199
C 2.10291 -5.72896 -0.28274
C 2.36793 -5.44326 1.05613
C 2.36546 -4.13874 1.49463
C 2.06454 -3.08196 0.61692
O 2.02567 -1.84490 1.04447
C 1.81647 -3.39382 -0.73395
C 1.65060 -2.32157 -1.68091
N 1.36076 -1.11824 -1.35822
C 1.44359 -0.11934 -2.34245
C 1.24490 -0.28901 -3.70206
C 1.41829 0.77981 -4.56889
C 1.81535 2.00339 -4.05512
C 1.99195 2.18922 -2.68729
C 2.45634 3.44630 -2.12919
C 2.65485 3.56354 -0.82279
C 2.35459 2.43285 0.11757
N 1.81060 1.21123 -0.42085
C 1.75321 1.12791 -1.79331
C 1.85418 -4.71992 -1.17656
H 2.57490 -6.25033 1.74615
H 2.56993 -3.90042 2.52950
H 1.87690 -2.55986 -2.72201
H 0.90667 -1.24564 -4.08079
H 1.24158 0.65702 -5.62881
H 1.98440 2.84612 -4.71673
H 2.66960 4.27024 -2.80087
H 3.03015 4.47147 -0.37015
H 3.23766 2.21817 0.72311
H 1.66577 -4.94246 -2.21969
N -1.15460 2.22957 3.25084
C -1.76998 1.01597 3.00008
N -2.90567 0.71738 3.58937
N -3.19928 -0.51019 3.11950
N -2.29964 -0.91064 2.30107
N -1.34024 0.05516 2.17762
C -0.16964 2.71857 2.47282
N 0.20279 4.01072 2.45017
N 1.17558 4.07687 1.56712
N 1.34520 2.89113 1.09779
N 0.54944 1.97910 1.63956
H -1.66910 2.87693 3.82453
Cl 3.28536 1.90754 3.17634
C 2.40345 0.65989 4.02159
C 1.59587 -0.22910 3.31380
C 1.08801 -1.24138 4.13632
Cl 0.11826 -2.48061 3.40600
C 1.29971 -1.35886 5.50770
Cl 0.61907 -2.65927 6.41448
C 2.07762 -0.40720 6.15323
Cl 2.35311 -0.50604 7.85310
C 2.64566 0.60807 5.39842
Cl 3.64781 1.77507 6.18554
C -1.55142 3.88304 -2.39507
C -1.14220 3.71327 -0.94161
O -1.70663 2.55128 -0.35951
C -3.03872 2.72614 0.11399
C -3.80639 1.42911 -0.00808
H -1.12877 4.80346 -2.80446
H -2.63724 3.92907 -2.49918
H -1.17714 3.04509 -2.98409
H -1.40300 4.60018 -0.35092
H -0.06209 3.59436 -0.88868
H -3.53455 3.52068 -0.45592
H -3.00023 3.05134 1.16207
H -3.94244 1.15774 -1.05502
H -4.78436 1.52731 0.46532
H -3.27202 0.61765 0.48601
C -2.80521 -0.88401 -3.93138
C -2.14404 0.13857 -3.22628
C -1.54937 -0.12704 -2.02285
C -1.58039 -1.41563 -1.43488
C -0.95649 -1.67285 -0.16331
C -1.13276 -2.94183 0.33383
C -1.81863 -3.96615 -0.35913
C -2.36114 -3.73344 -1.58417
C -2.26954 -2.43642 -2.14781
C -2.86368 -2.14235 -3.39907
H -3.27257 -0.67158 -4.88555
H -2.10593 1.13938 -3.63800
H -1.07611 0.68164 -1.47897
H -0.72325 -3.21954 1.29255
H -1.89356 -4.94732 0.09663
H -2.87821 -4.51276 -2.13323
H -3.38149 -2.93887 -3.92294
```

## Properties
energy above the lowest of the compared OMol25 structures with the same formula, charge and spin	0.0	kJ/mol
strongest force on any atom	0.0099	hartree/bohr
total charge	-1
gap between HOMO and LUMO	7.154	eV
multiplicity	1